(1)
The following is a quantum chemistry calculation of a molecular structure, C23H32GeN4O5RhSe, from the Open Molecules 2025 dataset.

Geometry as ORCA input:
```
! RIJCOSX wB97M-V def2-TZVPD def2/J DEFGRID3
* xyz 1 1
Rh 0.290 -0.644 0.023
O -0.401 2.091 1.258
C -1.643 2.308 0.655
C -1.959 1.442 -0.549
C -3.137 1.746 -1.221
C -3.464 1.100 -2.393
C -2.577 0.159 -2.890
C -1.445 -0.131 -2.167
N -1.131 0.491 -1.007
H 0.300 2.382 0.664
H -1.747 3.347 0.325
H -2.408 2.143 1.417
H -3.775 2.519 -0.812
H -4.383 1.333 -2.914
H -2.763 -0.372 -3.812
H -0.751 -0.876 -2.510
C -0.182 -4.382 3.303
Ge 0.772 -3.136 4.466
C 2.649 -2.792 4.022
C 0.643 -3.713 6.324
C -0.108 -1.371 4.399
Se -0.574 -0.466 2.728
C -2.330 -1.256 2.507
H 0.400 -5.289 3.137
H -0.419 -3.946 2.331
H -1.114 -4.669 3.790
H 3.196 -3.702 3.783
H 3.124 -2.332 4.891
H 2.744 -2.109 3.176
H 1.175 -4.653 6.470
H -0.399 -3.865 6.606
H 1.079 -2.969 6.992
H 0.518 -0.658 4.938
H -1.066 -1.404 4.920
H -2.955 -0.939 3.338
H -2.245 -2.338 2.468
H -2.733 -0.904 1.561
C 4.388 2.266 2.434
N 3.457 1.833 1.398
C 3.450 2.235 0.086
C 2.408 1.598 -0.511
N 1.770 0.823 0.434
C 2.433 0.987 1.567
H 5.160 2.872 1.970
H 4.853 1.402 2.902
H 3.870 2.860 3.183
H 4.186 2.913 -0.307
H 2.099 1.606 -1.540
H 2.188 0.536 2.514
O -1.167 -4.321 -0.973
C -1.073 -3.215 -0.591
N -1.053 -2.092 -0.164
O 2.912 -3.813 -3.255
C 2.604 -3.886 -1.945
C 2.538 -5.097 -1.260
C 2.166 -5.134 0.070
C 1.851 -3.966 0.751
C 1.935 -2.772 0.064
C 2.292 -2.700 -1.275
C 2.273 -1.385 -1.983
O 3.101 -1.021 -2.773
O 1.221 -0.610 -1.706
H 3.093 -4.694 -3.602
H 2.762 -6.017 -1.787
H 2.107 -6.085 0.581
H 1.553 -3.996 1.786
H 1.764 -1.832 0.634
*
```

As for the highest occupied orbital energy: -11.207 eV. For the HOMO-LUMO gap, the calculation gives 7.1 eV. The calculation puts the molecular weight at 699.01 Da. The maximum force is 0.0155 Eh/bohr. The value obtained for the total energy is -6079.53334 Ha.

(2)
The following is a quantum chemistry calculation of C23H32N4O3 in the gas phase, from the Open Molecules 2025 dataset.

Geometry as ORCA input:
```
! RIJCOSX wB97M-V def2-TZVPD def2/J DEFGRID3
* xyz 0 1
C -1.335 4.308 -1.808
O -0.907 3.921 -3.093
C 0.185 3.113 -3.174
C 0.384 2.464 -4.393
C 1.428 1.578 -4.551
C 2.313 1.326 -3.508
C 3.339 0.237 -3.615
C 2.712 -1.121 -3.247
N 2.150 -1.125 -1.908
C 0.718 -0.908 -1.818
C 0.146 -0.976 -0.404
C -1.149 -0.168 -0.340
O -1.254 0.935 -0.844
N -2.144 -0.767 0.339
C -3.365 -0.069 0.663
C -3.368 0.461 2.101
C -3.371 -0.656 3.154
N -2.087 -1.276 3.339
N -1.743 -2.347 2.610
C -0.536 -2.710 3.016
C 0.160 -3.896 2.450
C -0.090 -1.845 4.029
C -1.111 -0.935 4.211
C -1.222 0.210 5.149
C 1.137 -0.347 0.575
C 2.435 -1.131 0.522
C 3.016 -1.207 -0.878
O 4.213 -1.364 -1.054
C 2.150 2.028 -2.322
C 1.096 2.907 -2.145
H -1.429 3.436 -1.155
H -2.311 4.772 -1.947
H -0.653 5.039 -1.358
H -0.313 2.654 -5.195
H 1.550 1.060 -5.491
H 4.169 0.422 -2.933
H 3.728 0.169 -4.632
H 1.918 -1.373 -3.953
H 3.492 -1.887 -3.283
H 0.222 -1.659 -2.446
H 0.480 0.081 -2.228
H -0.043 -2.012 -0.110
H -1.967 -1.618 0.871
H -4.210 -0.748 0.516
H -3.449 0.767 -0.035
H -2.494 1.100 2.244
H -4.262 1.070 2.241
H -4.069 -1.441 2.850
H -3.694 -0.252 4.116
H -0.313 -4.200 1.520
H 1.211 -3.675 2.275
H 0.105 -4.728 3.152
H 0.844 -1.884 4.549
H -2.046 0.062 5.848
H -1.395 1.143 4.613
H -0.301 0.301 5.719
H 1.305 0.692 0.287
H 0.728 -0.363 1.589
H 3.196 -0.691 1.169
H 2.269 -2.156 0.864
H 2.848 1.865 -1.512
H 0.986 3.414 -1.199
*
```

As for the highest occupied orbital energy: -7.945 eV. For the HOMO-LUMO gap, the calculation gives 8.5 eV. The calculation puts the molecular weight at 412.53 Da. The maximum force is 0.0145 Eh/bohr. The value obtained for the total energy is -1340.42266 Ha. The SMILES is COc1ccc(CCN2C[C@H](C(=O)NCCCn3nc(C)cc3C)CCC2=O)cc1.

(3)
The following is a quantum chemistry calculation of C23H32N6O2 in the gas phase, from the Open Molecules 2025 dataset.

Geometry as ORCA input:
```
! RIJCOSX wB97M-V def2-TZVPD def2/J DEFGRID3
* xyz 0 1
C -0.290 -3.962 2.591
C -0.870 -2.798 1.799
C -2.178 -3.205 1.103
N -2.817 -2.206 0.272
C -3.267 -1.029 0.984
C -4.128 -0.174 0.058
N -3.354 0.223 -1.105
C -4.063 1.167 -1.956
C -4.000 2.599 -1.417
C -2.568 3.131 -1.359
N -1.782 2.409 -0.389
C -1.167 3.006 0.640
O -1.161 4.202 0.841
C -0.445 2.016 1.573
N 0.686 1.390 0.918
N 0.375 0.598 -0.110
C 1.310 0.034 -0.807
C 2.671 0.234 -0.505
C 3.912 -0.211 -1.052
C 4.263 -1.028 -2.123
C 5.601 -1.245 -2.369
C 6.589 -0.664 -1.569
C 6.268 0.149 -0.503
C 4.921 0.375 -0.245
N 4.336 1.130 0.738
C 5.038 1.879 1.743
C 2.985 1.051 0.588
C 1.962 1.679 1.386
O 2.135 2.377 2.376
C -2.920 -0.968 -1.812
C -2.041 -1.803 -0.885
H -0.073 -4.801 1.933
H -0.994 -4.296 3.349
H 0.632 -3.666 3.085
H -0.144 -2.469 1.052
H -1.059 -1.962 2.475
H -1.985 -4.074 0.466
H -2.906 -3.506 1.863
H -3.859 -1.344 1.847
H -2.423 -0.414 1.340
H -4.455 0.718 0.595
H -5.020 -0.753 -0.239
H -3.587 1.152 -2.941
H -5.117 0.872 -2.092
H -4.588 3.240 -2.075
H -4.440 2.650 -0.421
H -2.561 4.183 -1.062
H -2.102 3.040 -2.347
H -1.815 1.397 -0.479
H -0.055 2.564 2.433
H -1.149 1.245 1.898
H 0.982 -0.592 -1.622
H 3.501 -1.477 -2.742
H 5.899 -1.875 -3.194
H 7.627 -0.858 -1.795
H 7.037 0.595 0.109
H 4.306 2.373 2.379
H 5.679 2.630 1.276
H 5.657 1.213 2.348
H -2.341 -0.668 -2.688
H -3.778 -1.577 -2.146
H -1.702 -2.700 -1.409
H -1.168 -1.194 -0.603
*
```

As for the highest occupied orbital energy: -8.123 eV. For the HOMO-LUMO gap, the calculation gives 8.4 eV. The calculation puts the molecular weight at 424.55 Da. The maximum force is 0.0202 Eh/bohr. The value obtained for the total energy is -1374.67457 Ha. The SMILES is CCCN1CCN(CCCNC(=O)Cn2ncc3c4ccccc4n(C)c3c2=O)CC1.

(4)
The following is a quantum chemistry calculation of C23H32O3 in the gas phase, from the Open Molecules 2025 dataset.

Geometry as ORCA input:
```
! RIJCOSX wB97M-V def2-TZVPD def2/J DEFGRID3
* xyz 0 1
C -4.498 3.652 -2.747
C -3.154 2.940 -2.665
C -2.213 3.383 -3.782
C -0.881 2.634 -3.739
C -0.077 3.009 -2.512
O 0.010 4.121 -2.059
O 0.542 1.939 -2.011
C 1.372 2.109 -0.863
C 2.542 1.134 -0.936
C 2.952 0.942 0.519
C 1.661 1.038 1.352
C 1.085 -0.310 1.806
C 2.039 -1.122 2.677
C 1.250 -2.253 3.325
C 0.480 -3.046 2.303
C 0.054 -4.325 2.640
C -0.641 -5.114 1.737
O -1.071 -6.369 2.050
C -0.898 -4.619 0.464
C -0.478 -3.349 0.132
C 0.192 -2.534 1.041
C 0.638 -1.153 0.613
C -0.446 -0.400 -0.190
C -0.653 1.038 0.288
C 0.644 1.833 0.486
C 0.296 3.169 1.150
H -5.153 3.328 -1.942
H -4.362 4.728 -2.667
H -4.987 3.438 -3.695
H -3.310 1.860 -2.726
H -2.690 3.158 -1.700
H -2.015 4.452 -3.684
H -2.690 3.210 -4.749
H -0.279 2.904 -4.610
H -1.031 1.554 -3.745
H 1.732 3.144 -0.863
H 3.354 1.520 -1.550
H 2.193 0.204 -1.382
H 3.477 0.001 0.672
H 3.628 1.748 0.809
H 1.874 1.608 2.262
H 0.207 -0.094 2.424
H 2.842 -1.548 2.074
H 2.489 -0.489 3.444
H 1.921 -2.920 3.873
H 0.545 -1.835 4.053
H 0.275 -4.712 3.627
H -0.820 -6.581 2.956
H -1.419 -5.242 -0.245
H -0.671 -2.982 -0.865
H 1.512 -1.303 -0.031
H -0.183 -0.384 -1.248
H -1.403 -0.918 -0.094
H -1.288 1.558 -0.432
H -1.196 1.031 1.235
H 1.200 3.740 1.352
H -0.226 3.004 2.090
H -0.340 3.762 0.498
*
```

As for the highest occupied orbital energy: -8.261 eV. For the HOMO-LUMO gap, the calculation gives 9.0 eV. The calculation puts the molecular weight at 356.51 Da. The maximum force is 0.0120 Eh/bohr. The value obtained for the total energy is -1121.39185 Ha. The SMILES is CCCCC(=O)O[C@@H]1CC[C@@H]2[C@@H]3CCc4cc(O)ccc4[C@H]3CC[C@@]21C.

(5)
The following is a quantum chemistry calculation of C23H33ClF3N5O4 in the gas phase, from the Open Molecules 2025 dataset.

Geometry as ORCA input:
```
! RIJCOSX wB97M-V def2-TZVPD def2/J DEFGRID3
* xyz 0 1
O -0.586 -2.390 -0.353
C -1.042 -1.640 0.481
N -1.600 -2.007 1.636
C -1.692 -3.386 2.056
C -0.831 -3.639 3.294
C 0.640 -3.323 3.020
N 1.514 -3.907 4.022
C 1.432 -3.231 5.306
C 2.315 -3.963 6.317
O 3.656 -4.016 5.892
C 3.745 -4.649 4.637
C 2.901 -3.929 3.587
C -0.980 -0.083 0.315
C -2.373 0.492 0.592
O -2.812 0.423 1.734
N -3.049 0.992 -0.436
C -4.361 1.573 -0.270
C -4.315 3.009 0.258
C -3.635 3.985 -0.699
N -2.221 3.717 -0.921
C -1.414 3.985 0.260
C 0.056 3.695 -0.039
O 0.532 4.460 -1.119
C -0.243 4.221 -2.268
C -1.720 4.524 -2.025
C -0.281 0.200 -0.975
N -0.971 0.529 -2.056
C -0.366 0.712 -3.213
C 1.006 0.561 -3.367
C 1.632 0.784 -4.715
F 2.968 0.753 -4.686
F 1.243 -0.139 -5.611
F 1.282 1.975 -5.232
C 1.764 0.201 -2.260
C 1.111 0.015 -1.053
Cl 2.025 -0.440 0.325
H -2.035 -1.289 2.208
H -1.344 -3.998 1.220
H -2.736 -3.631 2.269
H -1.207 -3.028 4.117
H -0.914 -4.688 3.579
H 0.912 -3.759 2.055
H 0.782 -2.230 2.945
H 0.401 -3.249 5.659
H 1.765 -2.180 5.227
H 2.317 -3.443 7.276
H 1.928 -4.985 6.454
H 4.800 -4.636 4.361
H 3.399 -5.690 4.721
H 2.966 -4.466 2.638
H 3.296 -2.907 3.443
H -0.344 0.259 1.141
H -2.560 1.096 -1.319
H -4.911 0.957 0.448
H -4.867 1.541 -1.236
H -3.819 3.007 1.228
H -5.341 3.349 0.412
H -4.131 3.919 -1.672
H -3.783 5.012 -0.318
H -1.739 3.339 1.076
H -1.514 5.039 0.579
H 0.679 3.954 0.818
H 0.172 2.623 -0.265
H 0.158 4.868 -3.050
H -0.135 3.171 -2.579
H -2.288 4.283 -2.926
H -1.833 5.602 -1.815
H -1.001 0.984 -4.044
H 2.832 0.065 -2.338
*
```

As for the highest occupied orbital energy: -8.700 eV. For the HOMO-LUMO gap, the calculation gives 8.9 eV. The calculation puts the molecular weight at 536.00 Da. The maximum force is 0.0144 Eh/bohr. The value obtained for the total energy is -2230.80410 Ha. The SMILES is O=C(NCCCN1CCOCC1)C(C(=O)NCCCN1CCOCC1)c1ncc(C(F)(F)F)cc1Cl.

(6)
The following is a quantum chemistry calculation of a molecular structure, C23H33ClGeN2O7SbSe4Y, from the Open Molecules 2025 dataset.

Geometry as ORCA input:
```
! RIJCOSX wB97M-V def2-TZVPD def2/J DEFGRID3
* xyz -1 2
Y -0.008 0.324 -0.324
C 0.227 -3.627 -3.003
C 0.895 -3.289 -1.674
C 2.223 -2.579 -1.899
C 1.119 -4.564 -0.868
O 0.056 -2.441 -0.856
Ge -1.754 -2.216 -0.995
O -1.947 1.033 -0.235
C -3.088 1.753 -0.634
C -4.275 1.226 0.178
C -2.891 3.252 -0.391
C -3.390 1.547 -2.116
O -1.614 -1.498 0.721
C -1.623 -2.383 1.853
C -2.205 -3.749 1.486
C -0.204 -2.571 2.383
C -2.508 -1.717 2.898
H 0.884 -4.270 -3.592
H 0.036 -2.724 -3.582
H -0.716 -4.163 -2.854
H 2.917 -3.253 -2.406
H 2.660 -2.275 -0.947
H 2.086 -1.692 -2.514
H 1.757 -5.258 -1.418
H 0.165 -5.060 -0.664
H 1.602 -4.326 0.081
H -4.030 1.207 1.239
H -4.500 0.201 -0.128
H -5.170 1.836 0.026
H -2.848 3.491 0.675
H -3.713 3.827 -0.823
H -1.967 3.575 -0.870
H -3.479 0.485 -2.351
H -2.609 1.976 -2.741
H -4.333 2.038 -2.371
H -1.567 -4.273 0.767
H -3.211 -3.650 1.071
H -2.268 -4.378 2.375
H 0.441 -2.979 1.605
H -0.200 -3.252 3.238
H 0.207 -1.616 2.704
H -3.512 -1.567 2.497
H -2.101 -0.740 3.154
H -2.570 -2.324 3.805
O 4.395 1.591 4.924
C 4.010 1.560 3.623
O 4.824 1.536 2.753
C 2.556 1.372 3.380
C 1.470 1.904 4.041
Cl 1.426 2.941 5.399
N 0.352 1.548 3.381
N 0.656 0.779 2.303
C 1.979 0.669 2.313
C 2.647 -0.176 1.252
O 3.381 -1.075 1.620
O 2.270 0.143 0.071
C -0.996 1.703 3.841
C -1.330 1.234 5.101
C -2.632 1.389 5.551
C -3.576 2.000 4.739
C -3.229 2.442 3.469
C -1.932 2.285 3.008
H 3.632 1.491 5.505
H -0.584 0.741 5.708
H -2.909 1.023 6.531
H -4.591 2.124 5.094
H -3.967 2.906 2.829
H -1.647 2.580 2.008
Se 2.162 3.037 -6.106
Sb -0.016 2.672 -5.208
Se -0.329 -0.123 -3.088
Se 0.368 2.105 -2.537
Se -1.712 4.353 -5.153
*
```

The expectation value of S² is 0.766. As for the highest occupied orbital energy (alpha / beta): -4.569 / -4.604 eV. For the HOMO-LUMO gap (alpha / beta), the calculation gives 6.3 / 5.5 eV. The calculation puts the molecular weight at 1084.09 Da. The maximum force is 0.0212 Eh/bohr. The value obtained for the total energy is -13954.16076 Ha.

(7)
The following is a quantum chemistry calculation of a gas-phase ion, C23H33ClN3O3 (charge +1), from the Open Molecules 2025 dataset.

Geometry as ORCA input:
```
! RIJCOSX wB97M-V def2-TZVPD def2/J DEFGRID3
* xyz 1 1
C -1.019 -2.444 -1.602
C -0.491 -3.600 -0.760
O 0.910 -3.506 -0.540
C 1.464 -2.525 0.200
C 2.821 -2.324 -0.051
C 3.584 -1.372 0.605
C 5.036 -1.175 0.268
N 5.271 0.132 -0.349
C 4.677 0.302 -1.667
C 3.301 0.979 -1.517
N 3.352 1.976 -0.427
C 4.208 3.125 -0.750
C 2.013 2.424 -0.025
C 2.940 -0.599 1.562
Cl 3.815 0.655 2.411
C 1.605 -0.784 1.862
C 0.843 -1.734 1.193
O -0.470 -1.966 1.481
C -1.257 -0.949 2.052
C -1.354 0.280 1.138
O -0.464 0.578 0.357
N -2.471 0.997 1.304
C -2.831 2.097 0.431
C -3.643 1.599 -0.776
C -4.847 0.823 -0.317
C -6.026 1.476 0.019
C -7.116 0.764 0.486
C -7.038 -0.612 0.628
C -5.867 -1.272 0.298
C -4.778 -0.557 -0.171
H -0.491 -2.402 -2.552
H -2.077 -2.591 -1.798
H -0.881 -1.495 -1.089
H -1.031 -3.674 0.187
H -0.600 -4.541 -1.306
H 3.271 -2.954 -0.801
H 5.628 -1.204 1.186
H 5.365 -1.999 -0.380
H 6.272 0.286 -0.388
H 4.539 -0.650 -2.194
H 5.329 0.926 -2.281
H 2.549 0.235 -1.248
H 3.004 1.463 -2.448
H 3.807 1.463 0.368
H 5.229 2.798 -0.920
H 4.205 3.828 0.080
H 3.835 3.630 -1.641
H 1.356 1.577 0.166
H 1.576 3.027 -0.820
H 2.084 3.025 0.879
H 1.154 -0.166 2.622
H -0.883 -0.642 3.038
H -2.241 -1.404 2.183
H -3.216 0.627 1.874
H -3.414 2.813 1.012
H -1.906 2.566 0.092
H -3.002 0.965 -1.391
H -3.949 2.463 -1.367
H -6.092 2.549 -0.094
H -8.029 1.282 0.738
H -7.889 -1.168 0.990
H -5.803 -2.345 0.400
H -3.867 -1.077 -0.437
*
```

As for the highest occupied orbital energy: -10.809 eV. For the HOMO-LUMO gap, the calculation gives 8.8 eV. The calculation puts the molecular weight at 434.99 Da. The maximum force is 0.0157 Eh/bohr. The value obtained for the total energy is -1746.19686 Ha. The SMILES is CCOc1cc(CNCC[NH+](C)C)c(Cl)cc1OCC(=O)NCCc1ccccc1.